Entry one
84
Properties=species:S:1:pos:R:3:mulliken_charge:R:1 method="wB97M-V/def2-TZVPD" homo_ev=-2.36 charge=-1
Zr 0.1727 2.3648 -0.3596 0.545
C 7.1090 -1.3415 1.2501 -1.722
C 6.4150 -1.6819 -0.0768 1.972
C 6.4181 -3.2032 -0.2363 -2.058
C 7.2243 -1.0731 -1.2331 -1.606
C 4.9925 -1.1111 -0.0961 0.103
C 4.7697 0.2351 0.1918 0.140
C 3.4894 0.7284 0.1326 0.007
Br 3.1602 2.5396 0.5906 -0.221
C 2.3515 -0.0220 -0.2192 0.329
O 1.1758 0.5701 -0.2344 -0.554
C 2.5649 -1.3814 -0.4976 -0.937
C 3.8768 -1.8695 -0.4245 -0.515
C 1.4418 -2.4001 -0.7840 2.793
C 1.7657 -3.2158 -2.0472 -1.900
C 1.3382 -3.3511 0.4209 -1.682
C 0.0575 -1.7797 -1.0021 -2.082
H 8.1113 -1.7828 1.2758 0.456
H 6.5361 -1.7330 2.0962 0.380
H 7.2178 -0.2624 1.3886 0.308
H 7.4440 -3.5755 -0.1612 0.441
H 6.0237 -3.5091 -1.2096 0.346
H 5.8232 -3.6875 0.5442 0.401
H 8.2563 -1.4456 -1.2240 0.427
H 7.2521 0.0176 -1.1591 0.339
H 6.7703 -1.3312 -2.1942 0.353
H 5.5793 0.9038 0.4657 0.394
H 4.0212 -2.9245 -0.6152 0.136
H 2.6822 -3.8012 -1.9558 0.319
H 1.8678 -2.5559 -2.9141 0.401
H 0.9478 -3.9157 -2.2448 0.479
H 2.2761 -3.8902 0.5856 0.384
H 0.5386 -4.0843 0.2579 0.405
H 1.1077 -2.7876 1.3312 0.312
H 0.0571 -1.0518 -1.8137 0.423
H -0.3001 -1.2771 -0.1057 -0.113
H -0.6487 -2.5810 -1.2470 0.611
C 1.1170 3.5745 -1.9749 -0.583
C -0.2047 4.2089 -1.6862 -0.178
C -0.2521 5.0885 -0.4260 0.935
C -1.6037 5.7455 -0.2906 -1.220
C -2.6586 5.4636 -1.0747 -0.236
C -2.5820 4.5551 -2.2018 -0.856
C -1.3610 4.0066 -2.4787 -0.223
H 1.9765 4.2190 -1.7798 0.277
H 1.1754 3.1576 -2.9768 0.301
H 0.5354 5.8515 -0.5062 0.460
H -1.7111 6.4600 0.5234 0.357
H -3.6077 5.9538 -0.8643 0.326
H -3.4480 4.3519 -2.8229 0.408
H -1.2622 3.3649 -3.3474 0.214
C 0.0952 4.2158 0.8596 -0.951
H 0.9733 4.5894 1.3817 0.235
H -0.7366 4.2633 1.5569 0.328
O -1.3043 1.1991 -1.5788 -0.816
C -1.9255 0.8183 -0.5633 0.484
N -2.9609 -0.0493 -0.5581 0.376
C -3.4867 -0.2009 0.7834 3.280
C -2.4103 0.6297 1.5783 -0.335
O -2.3722 0.6646 2.7797 -0.714
N -1.5841 1.2528 0.6758 -0.421
C -4.8349 0.5056 0.9887 -0.829
C -5.5287 0.3110 2.1825 -0.204
C -6.7211 0.9777 2.4191 -0.913
C -7.2340 1.8545 1.4695 -0.310
C -6.5401 2.0643 0.2896 -0.951
C -5.3418 1.3934 0.0505 -0.207
C -3.5073 -1.6774 1.1644 -0.609
C -2.4314 -2.2725 1.8118 -0.136
C -2.4206 -3.6433 2.0474 -0.924
C -3.4850 -4.4315 1.6404 -0.474
C -4.5628 -3.8444 0.9927 -0.891
C -4.5731 -2.4745 0.7621 -0.265
H -3.4095 -0.3691 -1.3982 0.333
H -5.1162 -0.3563 2.9304 0.492
H -7.2472 0.8216 3.3536 0.378
H -8.1630 2.3803 1.6574 0.389
H -6.9153 2.7662 -0.4461 0.416
H -4.7870 1.6025 -0.8568 0.374
H -1.5953 -1.6648 2.1396 0.450
H -1.5727 -4.0930 2.5515 0.418
H -3.4770 -5.4989 1.8274 0.391
H -5.4000 -4.4514 0.6702 0.385
H -5.4238 -2.0169 0.2678 0.426

---

Entry two
84
Properties=species:S:1:pos:R:3:mulliken_charge:R:1 method="wB97M-V/def2-TZVPD" homo_ev=-2.96 charge=-1
Zr -0.1410 0.1954 -0.2351 0.534
C 0.0962 -5.3070 5.6855 -1.660
C -1.2849 -4.7315 5.3409 1.938
C -1.9796 -4.3463 6.6469 -2.055
C -2.1248 -5.8180 4.6550 -1.674
C -1.1201 -3.5400 4.3990 0.062
C -0.5091 -3.7179 3.1584 0.132
C -0.3681 -2.6427 2.3156 -0.015
Br 0.5051 -2.8796 0.6431 -0.245
C -0.8082 -1.3338 2.6070 0.628
O -0.6363 -0.3851 1.7240 -0.494
C -1.3939 -1.1436 3.8765 -0.975
C -1.5357 -2.2547 4.7127 -0.540
C -1.8794 0.2084 4.4311 2.813
C -3.3822 0.1197 4.7368 -1.905
C -1.1156 0.5112 5.7319 -1.764
C -1.6713 1.4092 3.5033 -2.336
H -0.0034 -6.1686 6.3516 0.439
H 0.7117 -4.5546 6.1822 0.368
H 0.6257 -5.6322 4.7892 0.326
H -2.0799 -5.2311 7.2797 0.441
H -2.9795 -3.9468 6.4664 0.376
H -1.4059 -3.6015 7.2020 0.370
H -2.2408 -6.6838 5.3130 0.444
H -1.6579 -6.1572 3.7296 0.321
H -3.1169 -5.4360 4.4073 0.374
H -0.1389 -4.6839 2.8407 0.401
H -2.0014 -2.0905 5.6747 0.103
H -3.6098 -0.6662 5.4590 0.315
H -3.9446 -0.0863 3.8242 0.402
H -3.7339 1.0695 5.1490 0.460
H -1.2824 -0.2497 6.4957 0.335
H -1.4348 1.4758 6.1358 0.471
H -0.0426 0.5642 5.5360 0.302
H -2.2219 1.3125 2.5705 0.402
H -0.6201 1.5484 3.2547 0.077
H -2.0188 2.3069 4.0261 0.690
C -1.5593 -0.8216 -1.6027 -0.705
C -0.9832 0.3856 -2.2610 0.186
C 0.4453 0.1300 -2.8073 0.933
C 0.9340 1.3188 -3.5895 -1.163
C 0.1888 2.3975 -3.8654 -0.306
C -1.1963 2.5185 -3.4482 -0.758
C -1.7272 1.5216 -2.7009 -0.470
H -1.3416 -1.7767 -2.0930 0.195
H -2.6190 -0.7299 -1.3509 0.293
H 0.3963 -0.7625 -3.4561 0.415
H 1.9592 1.2674 -3.9447 0.387
H 0.6333 3.2116 -4.4306 0.352
H -1.7714 3.3981 -3.7059 0.337
H -2.7590 1.5966 -2.3661 0.260
C 1.4793 -0.2548 -1.6492 -0.902
H 1.8595 -1.2691 -1.7776 0.188
H 2.3204 0.4404 -1.6648 0.356
O -1.1879 2.1951 0.3083 -0.723
C -0.1795 2.7992 0.7300 0.444
N -0.1831 4.0452 1.2708 0.108
C 1.1332 4.3379 1.8106 3.460
C 1.9234 3.0826 1.2868 -0.659
O 3.1133 2.9504 1.4607 -0.725
N 1.0480 2.2380 0.6807 -0.270
C 1.7529 5.5971 1.2342 -1.053
C 2.9286 6.0924 1.7940 -0.198
C 3.5409 7.2130 1.2587 -0.879
C 2.9866 7.8537 0.1571 -0.378
C 1.8231 7.3582 -0.4088 -0.876
C 1.2102 6.2308 0.1246 -0.392
C 1.0733 4.3606 3.3343 -0.356
C 1.4903 3.2866 4.1110 -0.037
C 1.3232 3.3129 5.4901 -0.793
C 0.7396 4.4085 6.1059 -0.533
C 0.3269 5.4890 5.3366 -0.865
C 0.4989 5.4645 3.9622 -0.332
H -1.0315 4.4592 1.6174 0.346
H 3.3655 5.5845 2.6440 0.456
H 4.4573 7.5852 1.6995 0.376
H 3.4649 8.7307 -0.2609 0.386
H 1.3911 7.8434 -1.2750 0.404
H 0.3137 5.8313 -0.3310 0.449
H 1.9536 2.4277 3.6433 0.489
H 1.6488 2.4676 6.0830 0.440
H 0.6081 4.4237 7.1806 0.409
H -0.1249 6.3527 5.8084 0.405
H 0.1936 6.3168 3.3648 0.436

---

Which one is the least stable? From the structures above, entry one.